119
Properties=species:S:1:pos:R:3:forces:R:3 method="wB97M-V/def2-TZVPD" charge=-2 spin_multiplicity=6 homo_ev="-0.525 / -1.158" gap_ha="0.15161 / 0.17486" e_above_lowest_kcal_mol=4.4
Mn -0.887970 -0.080954 0.434012 0.1111 0.0591 -0.3072
C 7.319347 -5.223193 2.318645 0.0024 0.0247 -0.0806
O 7.249160 -4.067782 1.512692 0.0660 -0.0461 0.0858
C 5.994351 -3.563371 1.268051 -0.1135 -0.0815 -0.0332
C 4.822472 -4.284319 1.462016 0.0007 0.0106 -0.0122
C 3.595281 -3.670681 1.223591 0.0543 0.0577 -0.0135
C 3.512642 -2.351559 0.793200 -0.0438 0.0393 0.1676
C 4.702910 -1.670388 0.547833 0.0545 0.0790 -0.1013
C 5.933030 -2.264111 0.784273 -0.0245 0.0761 -0.0562
C 2.174086 -1.693383 0.680654 0.1275 -0.0195 0.1636
C 1.783775 -0.851036 1.704215 -0.2062 -0.0461 -0.0372
C 2.666905 -0.387701 2.730928 0.0266 0.0799 0.1184
C 1.961397 0.447743 3.526500 0.0246 0.0918 -0.0433
C 0.595765 0.439370 3.057865 -0.1510 0.1580 -0.0586
N 0.522890 -0.325993 1.917167 0.0842 -0.1479 -0.0916
C -0.525002 0.992497 3.667030 0.0442 -0.2572 -0.2093
C -1.831765 0.555833 3.238564 0.0107 0.2337 0.2093
C -2.952705 0.531861 4.076810 -0.0375 0.0284 0.0470
C -4.047222 0.215061 3.283488 -0.0412 -0.0256 0.0292
C -3.562629 0.033091 1.981699 0.1400 0.1956 0.0984
C -4.344558 -0.050134 0.788510 -0.1496 0.1103 -0.0523
C -5.780098 0.346608 0.866623 0.0813 0.0774 0.0237
C -6.720684 -0.370286 1.607543 -0.0234 -0.0744 -0.0347
C -8.031357 0.059916 1.723308 0.0236 -0.0837 0.0411
C -8.439864 1.227241 1.091741 0.0465 0.0231 -0.0878
O -9.752920 1.589741 1.270374 -0.0603 0.0862 0.0531
C -10.110846 2.890548 0.858566 -0.0045 -0.0606 -0.0248
C -7.534649 1.943809 0.321903 0.0735 -0.0162 0.0071
C -6.218012 1.499963 0.221101 -0.0278 0.0020 0.0784
C -3.806466 -0.328926 -0.429027 0.0380 -0.2803 -0.0040
N -2.503586 -0.730547 -0.662521 0.0699 0.0455 0.0052
C -2.431374 -1.046629 -1.994680 0.0179 -0.0471 0.0786
C -1.349633 -1.609343 -2.632478 -0.1453 0.0215 -0.2026
C -1.490984 -1.986547 -4.067924 -0.1262 0.0729 -0.0122
C -1.533994 -3.320989 -4.472280 -0.0637 -0.0061 -0.0308
C -1.822591 -3.664709 -5.786889 0.0636 -0.0463 0.0824
C -2.066775 -2.668952 -6.718872 -0.0443 0.0380 0.0660
O -2.423171 -3.005797 -8.017393 0.0018 -0.0699 -0.0955
C -3.810274 -3.269549 -8.140563 0.0786 0.0420 -0.0190
C -1.962796 -1.337039 -6.358368 0.0435 0.0600 0.0606
C -1.669056 -1.002540 -5.041630 0.0640 0.0701 0.0164
C -0.157078 -1.918623 -1.955518 0.3488 -0.0325 -0.0892
C 0.925260 -2.674455 -2.512716 -0.1554 0.0655 -0.0855
C 1.886756 -2.743817 -1.552055 0.0408 -0.0190 0.1065
C 1.402714 -2.001828 -0.434510 -0.0077 -0.0543 -0.2316
N 0.149720 -1.512674 -0.700383 -0.0465 -0.2246 0.0650
C -3.730427 -0.843224 -2.616286 0.0423 0.0074 -0.0748
C -4.565224 -0.415452 -1.662637 -0.0295 0.1094 -0.0169
N -2.191889 0.202796 1.971160 -0.0550 -0.0206 -0.1848
C -0.474114 2.093794 4.651302 0.0930 0.0610 0.1772
C 0.467072 2.225046 5.685479 -0.1356 -0.1123 0.0313
C 0.539041 3.354234 6.482073 0.0479 0.0187 0.0253
C -0.341977 4.407730 6.290435 -0.0478 -0.0447 -0.0482
O -0.177935 5.504978 7.101403 -0.0202 0.0892 0.0104
C -0.962430 6.635724 6.792997 0.0362 -0.0232 0.0064
C -1.328680 4.289267 5.321678 -0.0039 -0.0451 -0.0032
C -1.386027 3.150155 4.529807 0.0543 0.0532 -0.1133
H 8.365534 -5.348405 2.589420 0.0187 -0.0006 -0.0111
H 6.983754 -6.116772 1.783514 -0.0177 -0.0017 -0.0168
H 6.720184 -5.111101 3.226281 -0.0018 0.0077 0.0184
H 4.849203 -5.312491 1.797757 -0.0152 0.0272 0.0198
H 2.677314 -4.223964 1.383689 0.0175 0.0115 0.0399
H 4.655555 -0.655824 0.167672 -0.0237 -0.0083 0.0465
H 6.858645 -1.731193 0.602060 -0.0336 0.0052 0.0220
H 3.709207 -0.647750 2.822382 -0.0106 -0.0155 -0.0057
H 2.349530 0.991853 4.365293 -0.0198 0.0882 0.1077
H -2.934193 0.731450 5.137622 -0.0259 0.0626 -0.0352
H -5.076788 0.134099 3.593001 0.0089 0.0391 -0.0162
H -6.416410 -1.289047 2.094946 0.0165 0.0354 0.0243
H -8.754725 -0.497473 2.306702 0.0155 0.0092 -0.0165
H -11.119325 3.064742 1.227159 -0.0161 -0.0121 0.0037
H -10.110089 2.986847 -0.231136 0.0165 -0.0070 -0.0192
H -9.436533 3.641709 1.278280 0.0052 0.0079 0.0191
H -7.826629 2.848652 -0.193126 0.0079 -0.0109 -0.0027
H -5.508158 2.064318 -0.374064 -0.0091 0.0050 0.0307
H -1.360711 -4.098801 -3.737762 -0.0455 0.0121 0.0048
H -1.868564 -4.703656 -6.093412 -0.0246 0.0095 0.0049
H -3.998330 -3.526333 -9.182420 0.0078 0.0006 -0.0004
H -4.401913 -2.390081 -7.870042 -0.0069 0.0261 0.0030
H -4.115018 -4.102189 -7.500378 0.0026 -0.0321 0.0189
H -2.107832 -0.567984 -7.107665 -0.0254 -0.0057 0.0213
H -1.582513 0.039979 -4.750755 -0.0531 -0.0183 -0.0027
H 0.959987 -3.061291 -3.518245 0.0006 -0.0292 0.0323
H 2.854761 -3.216575 -1.611168 -0.0201 0.0190 -0.0085
H -3.964265 -1.020452 -3.653586 0.0642 -0.0342 0.0072
H -5.610614 -0.174053 -1.771697 0.0119 -0.0459 0.0491
H 1.134208 1.410803 5.914705 0.1005 -0.1198 -0.0728
H 1.284942 3.437473 7.263673 -0.0103 -0.0318 -0.0005
H -0.618660 7.437546 7.443396 0.0015 -0.0117 0.0250
H -2.025368 6.454355 6.979218 -0.0166 -0.0110 0.0001
H -0.834333 6.939566 5.750387 0.0101 -0.0081 -0.0144
H -2.048893 5.077351 5.152616 -0.0015 0.0055 -0.0327
H -2.138756 3.100393 3.754841 0.0103 -0.0302 0.0343
Cl -0.026366 3.700677 -5.618577 -0.0017 -0.0143 0.0701
C 0.200589 2.946775 -4.061470 -0.0947 -0.0324 0.0876
C 1.467408 2.657033 -3.604993 0.0545 -0.0546 0.0671
Cl 2.870811 3.091924 -4.544809 -0.0526 -0.0575 0.0337
C 1.620827 2.020955 -2.350817 -0.0087 0.0812 -0.0779
Cl 3.208220 1.572910 -1.776533 -0.0129 0.0468 -0.0256
C 0.541118 1.713831 -1.530403 0.1558 -0.0321 0.0107
O 0.664506 1.134325 -0.379862 -0.2437 -0.1049 0.1639
C -0.798737 2.041740 -1.993065 -0.2684 -0.0553 0.1711
O -1.780805 1.746122 -1.234532 0.0399 -0.1244 -0.0261
C -0.916795 2.629760 -3.260854 0.0959 0.0680 -0.1539
Cl -2.538052 2.961385 -3.826251 0.0600 -0.0163 -0.0009
S -2.337281 5.114222 0.795533 -0.0373 -0.0184 -0.0054
C -2.231904 3.376122 0.969921 -0.1229 0.0284 0.1010
N -1.102745 2.913067 1.341769 0.2911 0.1827 0.0813
C -0.176095 3.935937 1.497140 -0.1351 -0.0104 -0.0844
C 1.164021 3.763533 1.842217 0.0624 -0.0741 0.0152
C 1.963126 4.880922 1.979326 -0.0158 -0.0063 -0.0123
C 1.454910 6.168709 1.759622 -0.0493 -0.0319 0.0122
C 0.136326 6.354694 1.388218 0.0139 -0.0591 0.0066
C -0.672498 5.226003 1.262638 -0.0024 0.0673 -0.0314
H -3.107121 2.763325 0.787726 0.1185 -0.0153 -0.0699
H 1.551208 2.759525 1.964648 -0.0190 0.0235 -0.0008
H 3.006543 4.761033 2.245176 -0.0189 -0.0110 -0.0159
H 2.107638 7.027198 1.866881 -0.0106 -0.0074 -0.0135
H -0.255065 7.344597 1.186586 0.0163 -0.0121 0.0213